The following is a quantum chemistry calculation of a cluster of 12 separate species, C47H97Br22N6OP2S in total in a non-equilibrium geometry, from the OMol25 dataset.

Each line ends with the Löwdin charge.
Atoms and positions in Å:
C (5.19, 2.39, 0.97)  -0.1057
C (5.67, 0.95, 0.74)  -0.2726
C (4.48, -0.03, 0.58)  -0.1922
C (4.27, -0.97, 1.78)  -0.1942
C (2.97, -0.73, 2.55)  -0.2169
C (2.90, 0.61, 3.29)  -0.2126
C (1.69, 0.62, 4.23)  -0.2281
C (0.39, 0.45, 3.44)  -0.2029
C (-0.88, 0.76, 4.25)  -0.1228
C (-2.06, 1.32, 3.47)  -0.2059
N (-1.73, 2.70, 2.93)  0.0411
C (-1.94, 3.63, 4.07)  -0.0940
C (-1.06, 4.83, 4.02)  -0.3931
C (-1.11, 5.66, 5.28)  -0.0162
N (-0.33, 5.03, 3.00)  0.2072
C (-2.37, 3.15, 1.61)  -0.2002
C (-3.16, 4.48, 1.53)  -0.1520
C (-2.66, 5.43, 0.40)  -0.1949
C (-3.07, 6.89, 0.67)  -0.2318
C (-2.05, 7.76, 1.38)  -0.2751
C (-0.70, 7.84, 0.64)  -0.1106
C (-3.30, 2.05, 1.01)  -0.4401
P (-3.71, 2.43, -0.77)  0.4294
S (-5.46, 3.20, -1.03)  0.2050
N (-2.75, 0.71, 1.09)  -0.1205
C (-1.47, 0.56, 0.38)  -0.2005
C (-1.47, -0.58, -0.65)  -0.1719
C (-0.47, -0.36, -1.78)  -0.2593
N (0.82, 0.23, -1.41)  0.0127
C (-2.73, 0.31, 2.49)  -0.4814
N (-2.07, -1.01, 2.56)  0.1490
C (-2.61, -1.99, 2.05)  -0.3048
O (-3.12, -2.91, 1.57)  0.2172
P (-4.47, 0.01, 3.16)  0.7829
N (-4.54, -0.81, 4.48)  -0.2585
H (5.99, 3.09, 0.75)  0.0459
H (4.87, 2.50, 2.00)  0.0581
H (4.36, 2.60, 0.29)  0.0683
H (6.27, 0.94, -0.16)  0.0524
H (6.30, 0.64, 1.57)  0.0915
H (4.68, -0.64, -0.30)  0.1040
H (3.57, 0.53, 0.37)  0.0850
H (4.21, -1.98, 1.38)  0.1070
H (5.10, -0.92, 2.48)  0.1026
H (2.15, -0.84, 1.84)  0.0955
H (2.87, -1.52, 3.29)  0.1172
H (3.81, 0.78, 3.85)  0.0750
H (2.80, 1.43, 2.58)  0.1071
H (1.65, 1.54, 4.81)  0.0746
H (1.81, -0.20, 4.94)  0.1145
H (0.50, 1.05, 2.53)  0.1021
H (0.34, -0.58, 3.12)  0.0986
H (-1.18, -0.17, 4.73)  0.1261
H (-0.62, 1.43, 5.07)  0.1151
H (-2.81, 1.52, 4.24)  0.1154
H (-0.72, 2.72, 2.78)  0.1538
H (-1.73, 3.14, 5.02)  0.1353
H (-2.98, 3.93, 4.10)  0.1488
H (-1.06, 6.72, 5.06)  0.0655
H (-0.29, 5.34, 5.92)  0.0953
H (-2.03, 5.45, 5.83)  0.0837
H (0.18, 5.92, 3.06)  -0.0218
H (-1.56, 3.23, 0.90)  0.1209
H (-4.19, 4.26, 1.26)  0.0735
H (-3.20, 5.09, 2.43)  0.0865
H (-1.58, 5.33, 0.27)  0.0994
H (-3.18, 5.17, -0.52)  0.0662
H (-3.24, 7.36, -0.30)  0.1154
H (-4.01, 6.92, 1.22)  0.0486
H (-1.93, 7.49, 2.43)  0.0454
H (-2.45, 8.78, 1.39)  0.0889
H (-0.54, 8.85, 0.26)  0.0764
H (-0.69, 7.20, -0.23)  0.0681
H (0.15, 7.56, 1.26)  -0.0335
H (-4.26, 2.15, 1.50)  0.0779
H (-3.60, 1.17, -1.38)  -0.0055
H (-2.63, 3.17, -1.29)  0.0059
H (-0.63, 0.39, 1.04)  0.0926
H (-1.22, 1.47, -0.17)  0.0956
H (-2.48, -0.77, -1.00)  0.1030
H (-1.15, -1.48, -0.11)  0.1015
H (-0.25, -1.31, -2.27)  0.1098
H (-0.92, 0.30, -2.52)  0.1119
H (0.79, 1.24, -1.38)  0.0616
H (1.18, -0.13, -0.54)  0.0519
H (-5.22, -0.52, 2.08)  0.0307
H (-4.99, 1.32, 3.29)  0.0152
H (-3.62, -1.12, 4.79)  -0.0284
Br (-2.73, -6.81, -0.03)  0.6148
C (-4.42, -5.87, 0.15)  -0.6967
C (-5.49, -6.75, 0.74)  -0.6788
Br (-6.15, -8.03, -0.57)  0.6464
H (-4.68, -5.51, -0.84)  0.0384
H (-4.22, -5.03, 0.80)  0.0279
H (-6.35, -6.16, 1.03)  0.0598
H (-5.13, -7.33, 1.59)  0.0518
Br (5.61, -5.31, -3.97)  0.6478
C (5.74, -7.26, -3.92)  -0.6829
C (4.43, -7.94, -4.21)  -0.6958
Br (3.22, -7.85, -2.69)  0.6101
H (6.13, -7.51, -2.94)  0.0491
H (6.48, -7.51, -4.68)  0.0593
H (4.59, -9.00, -4.39)  0.0597
H (3.91, -7.49, -5.05)  0.0389
Br (8.90, 2.17, -0.09)  0.6671
C (10.01, 1.14, -1.32)  -0.6797
C (10.15, 1.85, -2.63)  -0.6962
Br (8.57, 1.62, -3.75)  0.6027
H (9.57, 0.15, -1.41)  0.0519
H (10.97, 1.06, -0.81)  0.0562
H (10.96, 1.42, -3.22)  0.0573
H (10.32, 2.91, -2.51)  0.0495
Br (1.38, 8.11, 3.41)  0.7490
C (2.15, 8.03, 5.20)  -0.6613
C (3.62, 7.76, 5.17)  -0.6945
Br (3.98, 5.90, 4.76)  0.6201
H (1.60, 7.26, 5.75)  0.0356
H (1.94, 9.00, 5.65)  0.0645
H (4.07, 7.94, 6.14)  0.0640
H (4.14, 8.35, 4.42)  0.0547
Br (0.89, -3.31, -7.50)  0.6013
C (2.25, -4.71, -7.48)  -0.6970
C (3.45, -4.32, -6.66)  -0.7444
Br (4.58, -3.06, -7.61)  0.6053
H (2.50, -4.92, -8.51)  0.0488
H (1.76, -5.58, -7.04)  0.0549
H (4.08, -5.18, -6.47)  0.0023
H (3.18, -3.86, -5.72)  0.0418
Br (-5.82, 9.43, 1.13)  0.6568
C (-6.13, 9.77, 3.02)  -0.6822
C (-4.87, 9.61, 3.83)  -0.6592
Br (-4.41, 7.74, 4.09)  0.6533
H (-6.92, 9.10, 3.33)  0.0527
H (-6.49, 10.80, 3.08)  0.0631
H (-5.01, 10.02, 4.83)  0.0608
H (-4.01, 10.08, 3.36)  0.0518
Br (-8.20, -4.78, -4.73)  0.6020
C (-6.95, -6.25, -4.99)  -0.7104
C (-5.81, -6.18, -4.01)  -0.7343
Br (-4.52, -4.80, -4.50)  0.5723
H (-6.61, -6.20, -6.02)  -0.0303
H (-7.52, -7.15, -4.83)  0.0621
H (-5.25, -7.11, -4.01)  0.0306
H (-6.13, -5.96, -3.00)  0.0097
Br (9.43, 2.41, -7.98)  0.6004
C (9.47, 0.47, -7.87)  -0.6999
C (8.12, -0.13, -8.16)  -0.6866
Br (6.91, 0.08, -6.66)  0.5723
H (9.83, 0.23, -6.88)  0.0408
H (10.20, 0.16, -8.61)  0.0575
H (8.22, -1.21, -8.31)  0.0587
H (7.64, 0.31, -9.02)  0.0519
Br (-8.17, -11.18, -3.17)  0.5916
C (-8.97, -11.49, -1.42)  -0.6969
C (-7.92, -11.71, -0.36)  -0.7112
Br (-7.15, -13.49, -0.48)  0.6102
H (-9.64, -12.33, -1.53)  0.0494
H (-9.54, -10.59, -1.21)  0.0569
H (-8.37, -11.66, 0.63)  0.0590
H (-7.10, -11.01, -0.43)  0.0043
Br (4.01, 1.74, 6.65)  0.6460
C (4.72, -0.07, 6.57)  -0.6808
C (6.14, -0.14, 7.06)  -0.6916
Br (7.37, 0.58, 5.74)  0.6172
H (4.63, -0.40, 5.53)  0.0310
H (4.06, -0.67, 7.20)  0.0629
H (6.44, -1.17, 7.21)  0.0614
H (6.29, 0.42, 7.97)  0.0516
Br (-6.23, -5.77, -8.93)  0.6425
C (-4.60, -6.76, -9.36)  -0.6862
C (-4.53, -8.06, -8.61)  -0.6777
Br (-4.07, -7.78, -6.74)  0.6603
H (-3.77, -6.10, -9.12)  0.0513
H (-4.64, -6.93, -10.43)  0.0590
H (-3.75, -8.69, -9.02)  0.0582
H (-5.47, -8.60, -8.63)  0.0524

## Properties
Strongest force on any atom ... 1.41 eV Å⁻¹
Frontier orbital gap ... 0.3259 Eh
E_LUMO ... -2.01 eV
Net charge ... +1
Highest occupied orbital energy ... -0.39958 Ha

The following is a quantum chemistry calculation of a structure of composition C48H105N3O24S9 in a non-equilibrium geometry, from the OMol25 dataset.

Each line ends with the Löwdin charge.
Atoms and positions in Å:
C (-1.64, 0.59, 6.51)  -0.0746
C (-2.76, 1.58, 6.10)  -0.2619
N (-2.67, 1.87, 4.69)  -0.2070
C (-2.97, 0.71, 3.85)  -0.2506
C (-2.55, 0.87, 2.42)  -0.0777
C (-3.29, 3.14, 4.30)  -0.2480
C (-4.68, 3.48, 4.86)  -0.0787
H (-1.71, 0.47, 7.60)  0.0720
H (-0.69, 0.97, 6.19)  0.0541
H (-1.83, -0.43, 6.08)  0.0566
H (-3.75, 1.16, 6.40)  0.1177
H (-2.60, 2.52, 6.67)  0.1227
H (-2.52, -0.14, 4.41)  0.0965
H (-4.08, 0.46, 3.97)  0.1161
H (-3.15, 1.67, 2.00)  0.0564
H (-1.48, 1.04, 2.28)  0.0482
H (-2.81, -0.08, 1.82)  0.1001
H (-3.38, 3.07, 3.17)  0.1061
H (-2.57, 3.97, 4.48)  0.1055
H (-4.65, 3.96, 5.81)  0.0530
H (-5.17, 2.53, 4.98)  0.0573
H (-5.28, 4.09, 4.16)  0.0788
C (1.53, 2.14, 4.19)  -0.0692
C (1.29, 3.65, 4.37)  -0.2632
N (1.24, 4.35, 3.13)  -0.2102
C (-0.06, 4.24, 2.35)  -0.1862
C (0.37, 4.37, 0.87)  -0.0758
C (1.55, 5.74, 3.30)  -0.2755
C (3.08, 5.99, 3.43)  -0.0780
H (2.38, 1.94, 3.53)  0.0570
H (0.63, 1.61, 3.91)  0.0462
H (1.87, 1.66, 5.10)  0.0669
H (0.43, 3.80, 5.07)  0.1289
H (2.19, 3.99, 4.86)  0.0952
H (-0.42, 3.24, 2.57)  0.0769
H (-0.93, 4.89, 2.67)  0.1291
H (-0.51, 4.26, 0.25)  0.0693
H (0.61, 5.39, 0.65)  0.0575
H (1.15, 3.69, 0.47)  0.0468
H (0.93, 6.14, 4.15)  0.1301
H (1.31, 6.26, 2.38)  0.0979
H (3.35, 7.07, 3.34)  0.0761
H (3.60, 5.41, 2.59)  0.0844
H (3.47, 5.63, 4.41)  0.0630
C (-5.07, -0.05, 0.08)  -0.0858
C (-5.63, -0.16, 1.45)  -0.2900
N (-5.66, -1.50, 2.02)  -0.1487
C (-6.48, -1.31, 3.19)  -0.3092
C (-6.27, -2.26, 4.34)  -0.0689
C (-6.17, -2.60, 1.19)  -0.2603
C (-7.64, -2.60, 0.86)  -0.0865
H (-5.75, -0.52, -0.64)  0.0734
H (-4.10, -0.52, -0.06)  0.0603
H (-5.03, 0.97, -0.25)  0.0803
H (-5.02, 0.49, 2.08)  0.0806
H (-6.58, 0.27, 1.46)  0.0941
H (-6.22, -0.36, 3.64)  0.0960
H (-7.47, -1.14, 2.88)  0.0917
H (-6.69, -1.81, 5.23)  0.0704
H (-6.76, -3.23, 4.38)  0.0677
H (-5.18, -2.23, 4.44)  0.0706
H (-5.92, -3.56, 1.71)  0.1222
H (-5.53, -2.57, 0.31)  0.0943
H (-8.23, -2.84, 1.79)  0.0909
H (-7.87, -3.44, 0.20)  0.0777
H (-7.89, -1.62, 0.50)  0.0686
C (3.65, -1.22, -4.25)  -0.1858
C (4.96, -1.46, -3.52)  -0.2260
C (6.05, -0.89, -4.43)  -0.2213
S (5.38, 0.65, -4.88)  0.6721
O (5.49, 0.86, -6.32)  -0.3227
O (5.87, 1.68, -3.96)  -0.3378
C (3.70, 0.29, -4.54)  -0.2369
H (2.75, -1.67, -3.73)  0.1118
H (3.72, -1.76, -5.21)  0.1245
H (5.17, -2.49, -3.26)  0.0924
H (4.96, -0.90, -2.53)  0.1148
H (6.19, -1.48, -5.29)  0.0980
H (6.91, -0.57, -3.85)  0.1102
H (3.16, 0.54, -5.43)  0.0725
H (3.38, 0.85, -3.63)  0.0956
C (2.17, 4.90, -3.50)  -0.2009
C (2.73, 3.61, -4.01)  -0.2308
C (2.54, 3.59, -5.50)  -0.2074
S (1.22, 4.72, -5.88)  0.6849
O (0.17, 4.07, -6.65)  -0.3372
O (1.82, 5.96, -6.36)  -0.3169
C (0.80, 5.01, -4.20)  -0.2148
H (2.74, 5.78, -3.83)  0.1293
H (2.10, 4.82, -2.44)  0.0702
H (2.16, 2.84, -3.55)  0.0950
H (3.78, 3.49, -3.78)  0.1079
H (2.27, 2.60, -5.87)  0.0799
H (3.33, 4.06, -6.02)  0.0947
H (0.10, 4.23, -3.89)  0.1060
H (0.35, 5.99, -4.24)  0.1001
C (5.25, 2.66, 1.72)  -0.1789
C (6.12, 3.40, 0.59)  -0.1825
C (5.61, 2.89, -0.70)  -0.2421
S (3.86, 2.80, -0.53)  0.6664
O (3.26, 1.72, -1.25)  -0.3095
O (3.35, 4.14, -0.80)  -0.3094
C (3.83, 2.53, 1.22)  -0.2483
H (5.21, 3.09, 2.72)  0.1094
H (5.74, 1.71, 1.93)  0.1018
H (7.16, 3.04, 0.71)  0.1198
H (6.08, 4.48, 0.80)  0.1221
H (6.01, 1.89, -0.82)  0.1148
H (5.74, 3.47, -1.59)  0.1093
H (3.49, 1.54, 1.38)  0.0675
H (3.09, 3.23, 1.68)  0.0883
C (-2.46, -0.80, -6.44)  -0.1846
C (-2.90, 0.71, -6.58)  -0.1826
C (-1.58, 1.58, -6.64)  -0.2007
S (-0.72, 0.92, -5.20)  0.6740
O (-1.24, 1.55, -4.01)  -0.3194
O (0.70, 0.91, -5.36)  -0.3250
C (-1.33, -0.87, -5.38)  -0.1855
H (-2.10, -1.16, -7.40)  0.1161
H (-3.29, -1.33, -5.98)  0.1008
H (-3.45, 0.98, -5.73)  0.0879
H (-3.44, 0.85, -7.49)  0.0991
H (-1.69, 2.66, -6.56)  0.0905
H (-1.00, 1.30, -7.50)  0.1041
H (-1.65, -0.97, -4.33)  0.0653
H (-0.48, -1.51, -5.50)  0.0871
C (-2.44, -5.09, 2.50)  -0.2046
C (-2.13, -5.68, 3.87)  -0.2014
C (-0.73, -5.17, 4.28)  -0.2277
S (-0.67, -3.50, 3.67)  0.6709
O (0.41, -3.38, 2.73)  -0.3316
O (-0.76, -2.59, 4.81)  -0.3254
C (-2.17, -3.61, 2.70)  -0.2239
H (-3.49, -5.23, 2.24)  0.1260
H (-1.76, -5.42, 1.77)  0.0760
H (-2.11, -6.78, 4.02)  0.1216
H (-2.87, -5.25, 4.60)  0.1342
H (0.14, -5.63, 3.77)  0.1155
H (-0.63, -5.05, 5.39)  0.1220
H (-2.07, -3.07, 1.71)  0.1116
H (-2.92, -3.09, 3.29)  0.0922
C (0.49, 0.91, 0.13)  -0.2015
C (0.88, -0.36, 0.93)  -0.1737
C (0.24, -1.58, 0.20)  -0.1657
S (-0.22, -1.04, -1.51)  0.7506
O (-1.69, -0.95, -1.56)  -0.3433
O (0.37, -1.77, -2.66)  -0.3674
C (0.51, 0.64, -1.41)  -0.1669
H (1.26, 1.68, 0.34)  0.0763
H (-0.55, 1.23, 0.37)  0.1089
H (0.69, -0.24, 1.99)  0.1123
H (1.96, -0.38, 0.81)  0.0660
H (-0.65, -1.95, 0.67)  0.0602
H (0.98, -2.33, 0.14)  0.0604
H (-0.22, 1.25, -1.98)  0.0896
H (1.56, 0.61, -1.69)  0.0749
C (-3.29, -3.63, -2.52)  -0.1361
C (-2.19, -4.07, -3.46)  -0.0858
O (-1.72, -5.29, -2.78)  -0.2019
S (-2.09, -5.31, -1.23)  0.5095
O (-0.96, -5.22, -0.44)  -0.2130
O (-2.97, -6.41, -1.00)  -0.2092
O (-2.81, -3.94, -1.19)  -0.1892
H (-4.25, -4.11, -2.54)  0.1344
H (-3.48, -2.60, -2.54)  0.1064
H (-1.31, -3.38, -3.49)  0.1143
H (-2.46, -4.35, -4.43)  0.1221
C (4.33, -3.33, 2.23)  -0.1852
C (3.12, -2.45, 2.35)  -0.1298
O (3.79, -1.24, 1.89)  -0.2025
S (4.47, -1.62, 0.55)  0.5480
O (5.63, -0.87, 0.50)  -0.1877
O (3.59, -1.72, -0.58)  -0.2190
O (4.88, -3.11, 0.96)  -0.1470
H (4.08, -4.36, 2.25)  0.1304
H (5.05, -3.11, 2.98)  0.1299
H (2.69, -2.24, 3.32)  0.1412
H (2.39, -2.80, 1.63)  0.0957
C (1.69, -4.68, -2.98)  -0.1160
C (2.38, -5.34, -1.86)  -0.1490
O (3.19, -6.39, -2.51)  -0.2061
S (3.85, -5.72, -3.84)  0.6373
O (3.96, -6.67, -4.88)  -0.2197
O (5.00, -4.99, -3.38)  -0.2498
O (2.69, -4.59, -4.14)  -0.2064
H (1.30, -3.65, -2.72)  0.1093
H (0.82, -5.26, -3.28)  0.1200
H (1.68, -5.84, -1.19)  0.1305
H (3.14, -4.81, -1.34)  0.1119

## Properties
Strongest force on any atom ... 3.34 eV Å⁻¹
Frontier orbital gap ... 0.3087 Eh
E_LUMO ... 0.00 eV
Net charge ... 0
Highest occupied orbital energy ... -0.30856 Ha

Result set for E: -1631641.6209; -202598.8074 eV, one per record in the order listed.